(1)
Molecular formula: C4H9N3O
Method: DFT, ωB97M-V/def2-TZVPD

The geometry in ORCA input format:
```
! RIJCOSX wB97M-V def2-TZVPD def2/J DEFGRID3
* xyz 0 1
C 1.49 0.39 2.68
C -1.71 0.20 -2.37
N 0.70 -0.13 1.60
N -0.54 0.36 -1.54
C 0.93 0.14 0.31
C -0.11 -0.49 -0.58
N -0.49 -1.67 -0.30
O 1.80 0.88 -0.10
H 0.04 -0.87 1.79
H -0.01 1.21 -1.65
H -1.20 -2.06 -0.92
H 0.86 0.80 3.47
H 2.13 -0.39 3.12
H 2.13 1.16 2.27
H -2.37 1.05 -2.25
H -1.42 0.11 -3.45
H -2.24 -0.70 -2.08
*
```

- HOMO (Eh) = -0.335
- LUMO level (eV) = 0.85
- relative energy (zero: lowest compared OMol25 entry of this formula, charge and spin) (kJ/mol) = 38.65
- HOMO-LUMO gap (eV) = 9.96

(2)
Molecular formula: C4H9N3O
Method: DFT, ωB97M-V/def2-TZVPD

The geometry in ORCA input format:
```
! RIJCOSX wB97M-V def2-TZVPD def2/J DEFGRID3
* xyz 0 1
C -0.94 -0.48 -1.07
N -0.98 -0.77 0.36
C 3.18 0.66 -0.30
N -0.15 -0.03 1.24
N 2.50 -0.42 0.10
C -2.11 -0.23 -0.24
C -3.31 0.24 -0.04
O 4.25 0.65 -0.86
H -0.39 0.97 1.26
H -0.28 -0.40 2.18
H 1.59 -0.35 0.56
H 2.89 -1.33 -0.09
H -0.37 0.37 -1.43
H -0.88 -1.36 -1.70
H 2.66 1.60 -0.04
H -3.92 0.58 -0.86
H -3.74 0.28 0.95
*
```

- HOMO (Eh) = -0.350
- LUMO level (eV) = 0.68
- relative energy (zero: lowest compared OMol25 entry of this formula, charge and spin) (kJ/mol) = 333.99
- HOMO-LUMO gap (eV) = 10.21

(3)
Molecular formula: C4H9N3O
Method: DFT, ωB97M-V/def2-TZVPD

The geometry in ORCA input format:
```
! RIJCOSX wB97M-V def2-TZVPD def2/J DEFGRID3
* xyz 0 1
C -1.06 1.00 -0.97
N 0.47 0.95 1.11
N 0.18 -1.13 0.55
C 0.24 -0.21 1.70
C 0.32 0.62 -0.51
N -1.04 -1.75 0.22
C 1.41 0.76 -1.29
O 0.33 -0.62 2.84
H 0.98 1.65 1.62
H 0.98 -1.77 0.59
H -0.87 -2.45 -0.49
H -1.41 -2.19 1.06
H -1.84 0.54 -0.37
H -1.20 0.70 -2.01
H -1.20 2.08 -0.87
H 2.41 0.62 -0.91
H 1.31 1.21 -2.27
*
```

- HOMO (Eh) = -0.282
- LUMO level (eV) = 0.75
- relative energy (zero: lowest compared OMol25 entry of this formula, charge and spin) (kJ/mol) = 394.08
- HOMO-LUMO gap (eV) = 8.43

(4)
Molecular formula: C4H9N3O
Method: DFT, ωB97M-V/def2-TZVPD

The geometry in ORCA input format:
```
! RIJCOSX wB97M-V def2-TZVPD def2/J DEFGRID3
* xyz 0 1
C -0.84 0.95 0.80
C 0.23 0.69 1.81
C -0.12 -0.74 -1.08
C -0.61 -1.47 -0.06
N 0.58 1.36 -1.77
O 0.29 -1.27 -2.28
N -0.22 0.62 -0.94
N -0.73 -2.44 0.67
H 0.40 -2.23 -2.17
H 0.81 2.30 -1.49
H 1.36 0.87 -2.19
H 0.11 -3.02 0.75
H -1.81 0.52 1.04
H -0.95 2.01 0.60
H 0.10 1.34 2.68
H 0.17 -0.32 2.23
H 1.23 0.84 1.39
*
```

- HOMO (Eh) = -0.228
- LUMO level (eV) = 0.67
- relative energy (zero: lowest compared OMol25 entry of this formula, charge and spin) (kJ/mol) = 624.35
- HOMO-LUMO gap (eV) = 6.89